114
Properties=species:S:1:pos:R:3 method="wB97M-V/def2-TZVPD" multiplicity=1 homo_ev=-9.665 total_energy_ha=-4226.72764 gap_ev=7.81 smiles="CCOP(=O)(CC[C@H]1C(=O)O[C@H](S(C)(=O)=O)[C@]1(N)CCOC(=O)CC)OCC.O=C1C=C(O)C(=O)C=C1O.O=C1C=C(O)C(=O)C=C1O.O=C1C=C(O)C(=O)C=C1O.O=C1C=C(O)C(=O)C=C1O"
C 2.82887 -5.24311 -1.24512
C 2.00347 -3.96009 -0.55932
O 0.94650 -3.61068 -1.52066
P -0.06869 -2.30000 -0.88896
O -0.40864 -2.72716 0.62341
C -1.59701 -2.22607 -2.03155
C -2.70650 -1.08460 -1.64123
C -2.97417 -0.89107 -0.03588
C -2.10664 0.43131 0.42367
O -1.22485 1.18694 -0.24858
O -2.58492 0.58993 1.83388
C -3.99330 0.11070 1.97604
S -3.83961 -1.17545 3.32607
C -2.07015 -1.40011 3.98030
O -4.72068 -0.69488 4.54448
O -4.35097 -2.58799 2.95817
C -4.46843 -0.32781 0.46181
N -4.62967 1.05787 -0.19830
C -5.69072 -1.41195 0.28035
C -6.44143 -1.37151 -1.17569
O -6.12946 -2.50749 -2.06321
C -6.91460 -3.70679 -1.72850
O -7.92951 -4.01231 -2.58346
C -6.62180 -4.69838 -0.45617
C -6.89060 -6.29276 -0.74279
O 0.92686 -0.86734 -0.93522
C 1.54998 -0.59307 0.38418
C 2.85929 0.37959 0.07014
H 3.78553 -5.39028 -0.58752
H 3.06798 -4.97719 -2.37705
H 2.11489 -6.18341 -1.14415
H 1.62170 -4.36014 0.47509
H 2.74755 -3.04873 -0.47747
H -1.24647 -1.98410 -3.14636
H -2.03575 -3.33342 -2.07744
H -2.47953 -0.05545 -2.18178
H -3.74107 -1.45580 -2.10708
H -2.88050 -1.88921 0.56949
H -4.51400 1.10686 2.37125
H -1.63892 -0.42510 4.46705
H -2.16559 -2.23217 4.83100
H -1.36479 -1.85637 3.13848
H -4.64673 0.97550 -1.23826
H -5.50194 1.51196 0.15307
H -6.46530 -1.25637 1.17498
H -5.20926 -2.48318 0.48626
H -7.61096 -1.45005 -0.94758
H -6.32119 -0.32665 -1.73837
H -5.46143 -4.60247 -0.19304
H -7.20359 -4.26490 0.47490
H -6.46661 -6.88183 0.20499
H -6.33494 -6.65759 -1.71164
H -8.04844 -6.46422 -0.75182
H 0.78791 -0.10096 1.14879
H 1.97818 -1.54886 0.91136
H 3.20683 0.94428 1.03719
H 3.75792 -0.29683 -0.30166
H 2.62831 1.12042 -0.83293
O -4.01863 2.63455 10.11249
C -4.02614 2.67583 8.88724
C -3.86507 3.93471 8.14301
C -3.89469 3.94722 6.80899
O -3.74124 5.12640 6.10318
C -4.09403 2.69555 6.02814
O -4.13514 2.74137 4.80325
C -4.23093 1.43342 6.77122
C -4.19788 1.42023 8.10518
O -4.32326 0.23744 8.81046
H -3.72318 4.83743 8.72328
H -3.80127 4.87327 5.15617
H -4.35739 0.52852 6.19029
H -4.26927 0.49144 9.75748
O 4.73804 1.53190 2.45434
C 4.67892 2.48824 3.21914
C 3.39921 3.08374 3.63425
C 3.37047 4.13530 4.45525
O 2.17119 4.69822 4.85156
C 4.62506 4.74405 4.97638
O 4.56722 5.72161 5.71475
C 5.90383 4.13399 4.58083
C 5.93265 3.08025 3.76257
O 7.13068 2.49983 3.38847
H 2.49499 2.63264 3.24615
H 2.41559 5.44401 5.44196
H 6.80756 4.57572 4.98140
H 6.88647 1.75789 2.79334
O 8.49843 -2.39676 -4.51394
C 7.41188 -1.91938 -4.20650
C 6.41647 -2.67102 -3.42624
C 5.23604 -2.12791 -3.12249
O 4.29699 -2.82769 -2.38717
C 4.88262 -0.75022 -3.56203
O 3.78264 -0.28490 -3.28330
C 5.88690 0.01045 -4.32143
C 7.06875 -0.53122 -4.62231
O 8.01874 0.17858 -5.33352
H 6.68563 -3.67226 -3.11510
H 3.52885 -2.22186 -2.30105
H 5.62350 1.01754 -4.61930
H 8.78442 -0.42944 -5.42478
O 5.35467 5.15562 -7.13726
C 4.47338 4.37936 -7.48906
C 3.57544 4.67018 -8.61765
C 2.61513 3.81100 -8.96442
O 1.76948 4.07677 -10.02576
C 2.41521 2.53478 -8.22453
O 1.51216 1.77363 -8.55515
C 3.32816 2.23252 -7.11141
C 4.29076 3.09000 -6.76667
O 5.15434 2.81158 -5.72320
H 3.73052 5.60252 -9.14532
H 1.16246 3.30631 -10.07489
H 3.18276 1.29285 -6.59353
H 5.75741 3.58475 -5.67030

12
Properties=species:S:1:pos:R:3 method="wB97M-V/def2-TZVPD" multiplicity=1 homo_ev=-8.914 total_energy_ha=-626.35502 gap_ev=9.43 smiles="NCP(O)C=O"
N 0.96070 0.88664 -0.80524
C -0.52467 0.61707 -0.86587
P -1.09182 -0.08823 0.83700
O -0.12859 0.53736 1.88519
C -0.32963 -1.82437 0.59387
O -0.91207 -2.66769 -0.02598
H 1.07541 1.69383 -0.14313
H 1.23268 1.34533 -1.66030
H -1.05348 1.49973 -1.02266
H -0.64470 -0.21323 -1.56243
H 0.72802 0.08243 1.69821
H 0.68815 -1.86885 1.07135

66
Properties=species:S:1:pos:R:3 method="wB97M-V/def2-TZVPD" multiplicity=1 homo_ev=-7.685 total_energy_ha=-5171.97345 gap_ev=5.50
In -0.29995 2.45508 -1.70173
C 4.09125 -4.14962 -2.46513
C 3.08335 -4.23412 -1.30953
C 1.96395 -5.21792 -1.67323
C 3.82215 -4.76052 -0.07683
C 2.47025 -2.86272 -1.07903
C 1.81315 -2.23102 -2.12723
C 1.29595 -0.97312 -1.94483
Br 0.33335 -0.14082 -3.39263
C 1.40225 -0.23252 -0.74953
O 0.95755 0.98198 -0.69843
C 2.00015 -0.91662 0.33647
C 2.51105 -2.19152 0.13317
C 2.07685 -0.35812 1.75787
C 1.60235 1.09258 1.88817
C 3.52435 -0.39232 2.26987
C 1.19975 -1.24242 2.66417
H 4.57555 -5.11322 -2.61373
H 4.85785 -3.41112 -2.24123
H 3.60805 -3.86672 -3.39603
H 2.37075 -6.21242 -1.84153
H 1.44435 -4.90522 -2.57443
H 1.23605 -5.27112 -0.86693
H 4.26845 -5.72662 -0.30403
H 3.14005 -4.89252 0.75987
H 4.61965 -4.07932 0.21127
H 1.69965 -2.71572 -3.08333
H 2.96745 -2.68222 0.97477
H 2.26435 1.74968 1.33027
H 1.63495 1.40008 2.93637
H 0.61505 1.23148 1.45067
H 4.17455 0.14048 1.58117
H 3.89505 -1.40682 2.37297
H 3.58325 0.08628 3.24597
H 0.17955 -1.28952 2.28527
H 1.20735 -0.86642 3.68837
H 1.58015 -2.25922 2.68807
F -1.74975 2.94078 -4.27623
Te -2.75615 3.93488 -2.88503
F -4.58385 4.12858 -1.97223
F -4.04655 3.67088 -4.29723
F -3.26495 5.77518 -3.15693
F -1.06225 4.91688 -3.15593
O -2.24455 4.42048 -0.99383
O -3.32395 0.19208 -3.66273
C -3.24015 1.14958 -3.04163
N -3.20865 2.07038 -2.26213
N -1.23075 0.84638 3.39937
C -1.91465 2.10288 3.05147
P -2.89965 1.49288 1.55487
O -3.33515 0.14008 2.00937
O -2.09785 1.62908 0.31197
C -4.35105 2.67048 1.37307
N -4.84835 2.38888 0.01477
H -0.37725 0.74438 2.80707
H -1.94085 0.11928 3.07387
H -0.98815 0.73488 4.38387
H -1.20865 2.89798 2.82697
H -2.58755 2.40998 3.84957
H -4.01485 3.70858 1.43117
H -5.12705 2.48618 2.11267
H -5.42355 1.54118 -0.00443
H -4.01615 2.21188 -0.62373
H -5.34805 3.18118 -0.41623
N -3.60595 5.77728 0.43177
C -2.97355 5.18108 -0.31913

13
Properties=species:S:1:pos:R:3 method="wB97M-V/def2-TZVPD" multiplicity=1 homo_ev=-9.333 total_energy_ha=-351.41946 gap_ev=5.26 total_charge=+1
C -1.30483 0.55402 -0.38845
C -0.95999 -0.81530 0.06202
C 0.50545 -1.00952 -0.09195
C 1.44489 -0.08873 0.29209
O 2.71014 -0.17038 0.06509
O -2.00242 1.35127 0.26639
Li -3.21988 1.58200 1.57544
Y 4.58052 1.03329 -0.88120
H -1.48583 -1.18240 -0.93556
H -0.88822 0.93030 -1.34377
H -1.32696 -1.03412 1.07301
H 0.84251 -1.91327 -0.60694
H 1.10462 0.76283 0.91383

29
Properties=species:S:1:pos:R:3 method="wB97M-V/def2-TZVPD" multiplicity=2 homo_ev="-7.546 / -7.546" total_energy_ha=-3680.38656 gap_ev="7.45 / 8.01" total_charge=-1
O -3.39151 0.25471 0.70407
V -2.07016 0.34015 1.52122
P -1.16795 -2.34182 2.50095
F -0.38394 -1.03203 1.82248
F -2.07490 -2.42862 1.17978
F -0.12420 -3.33775 1.93783
F -2.03522 -3.43509 3.24149
F -0.36670 -2.04342 3.82631
F -2.32299 -1.13329 2.97967
P -1.03274 2.66618 2.76916
F 0.42850 2.71680 3.31117
F -1.67513 3.32410 4.04920
F -0.93451 4.05660 2.01380
F -2.55518 2.41569 2.07577
F -0.53604 1.85389 1.39713
F -1.29737 1.17406 3.43663
O -0.70315 -0.02401 -0.43337
C 0.08266 -0.31204 -1.30847
O 0.78700 0.54818 -1.94974
B 1.64381 -0.11301 -2.93809
O 1.32812 -1.56719 -2.78245
C 0.47436 -1.73159 -1.80007
O 0.06695 -2.74280 -1.31803
O 3.06980 0.11284 -2.77016
C 3.62318 0.43440 -3.93502
O 4.78555 0.59290 -4.14068
C 2.47262 0.57148 -4.96554
O 1.34172 0.33564 -4.30539
O 2.56745 0.84502 -6.11965

51
Properties=species:S:1:pos:R:3 method="wB97M-V/def2-TZVPD" multiplicity=1 homo_ev=-7.160 total_energy_ha=-1665.43536 gap_ev=5.27 smiles="O=[N+]([O-])c1cc([N+](=O)[O-])c2nnnn2c1.CC(C)(C)N1C=CN(C(C)(C)C)P1"
O 6.32940 -4.73550 4.13908
N 6.54104 -3.52703 3.85212
O 6.69438 -2.61316 4.72947
C 6.73731 -3.12797 2.52283
C 6.37066 -3.91418 1.41126
C 6.48864 -3.39342 0.11843
N 5.80286 -4.01953 -1.02938
O 6.11268 -3.68786 -2.18793
O 4.92047 -4.86190 -0.77683
C 7.26597 -2.18163 -0.07011
N 7.73890 -1.47650 -1.12574
N 8.36842 -0.40714 -0.61330
N 8.34559 -0.40307 0.70672
N 7.65632 -1.50124 1.07334
C 7.36789 -1.85481 2.40136
H 5.99006 -4.91148 1.62062
H 7.21154 -1.00368 3.09063
C 11.62493 -0.06921 0.77927
C 11.51367 -0.21894 2.29699
C 12.88756 -0.04352 2.93563
C 10.48815 0.76009 2.83777
N 11.02340 -1.59135 2.64103
C 11.77192 -2.70162 2.30873
C 11.45647 -3.80045 3.07043
N 10.48001 -3.52288 4.00816
C 10.22640 -4.44984 5.15801
C 9.70425 -5.78093 4.61032
C 9.21133 -3.78898 6.06248
C 11.54044 -4.63441 5.90922
P 10.14617 -1.86469 4.07604
H 10.64100 -0.15429 0.30598
H 12.01663 0.93428 0.53124
H 12.28841 -0.81266 0.31773
H 12.82765 -0.26296 4.00958
H 13.60410 -0.74115 2.48197
H 13.28906 0.97565 2.82206
H 10.32945 0.65695 3.92132
H 10.82707 1.77999 2.67227
H 9.52534 0.62713 2.32027
H 12.48385 -2.62507 1.48192
H 11.83488 -4.81876 2.99495
H 10.39783 -6.25449 3.90219
H 9.52591 -6.49279 5.43601
H 8.74035 -5.64327 4.09685
H 9.50716 -2.77769 6.36830
H 8.23084 -3.71920 5.58720
H 9.07254 -4.37117 6.97351
H 11.93205 -3.64969 6.19278
H 11.42016 -5.22147 6.83099
H 12.28407 -5.13456 5.27339
H 8.75524 -1.92427 3.43367

10
Properties=species:S:1:pos:R:3 method="wB97M-V/def2-TZVPD" multiplicity=3 homo_ev="-1.024 / -3.866" total_energy_ha=-662.62797 gap_ev="5.46 / 6.24" total_charge=-1
C 0.23485 -0.13753 -1.08950
C -1.03408 0.22113 -0.71053
C 1.18288 0.03287 -0.05462
N 0.97448 0.38147 1.15278
O -0.71078 -1.03189 2.01400
O -1.14986 1.03485 0.29796
P -0.41168 0.41039 1.98601
H 0.58240 -0.76005 -1.80665
H -1.88422 0.05025 -1.25930
H 2.21600 -0.20150 -0.53014

78
Properties=species:S:1:pos:R:3 method="wB97M-V/def2-TZVPD" multiplicity=1 homo_ev="-0.037 / -0.031" total_energy_ha=-3833.87216 gap_ev="4.54 / 4.53" total_charge=-2
Pd 1.49488 0.65257 -1.04936
C -2.31605 -0.49509 2.62793
C -1.30215 -0.72634 1.50655
C -1.85803 -1.69781 0.46702
C 0.03398 -1.20595 2.03323
C 0.09323 -2.41702 2.71289
C 1.28810 -2.89630 3.21943
C 2.43786 -2.15076 3.02118
C 2.42804 -0.93625 2.33794
C 3.79838 -0.30356 2.11836
C 4.42732 -0.85062 0.83433
C 3.89597 1.22142 2.15252
C 1.20201 -0.43906 1.84199
N 1.13275 0.80491 1.17689
C 0.85422 1.85353 1.96654
C 0.46297 1.78486 3.33411
C 0.17196 2.90766 4.09543
C 0.25607 4.18671 3.56582
C 0.65945 4.30209 2.23188
C 0.94880 3.19049 1.48657
F 1.35830 3.38549 0.20823
H -3.24002 -0.08563 2.21119
H -1.93030 0.20923 3.36770
H -2.56371 -1.43005 3.14201
H -1.12367 0.22524 1.00813
H -1.96620 -2.70208 0.89040
H -1.19074 -1.75630 -0.39526
H -2.83516 -1.36199 0.11545
H -0.81813 -2.99011 2.85229
H 1.32581 -3.83789 3.75609
H 3.38772 -2.52180 3.39617
H 4.40851 -0.67347 2.95280
H 3.86776 -0.53147 -0.04897
H 4.45060 -1.94348 0.84589
H 5.45229 -0.48174 0.72691
H 3.52141 1.66218 1.22949
H 4.94732 1.50630 2.26733
H 3.33267 1.64761 2.98386
H 0.39026 0.80810 3.79599
H -0.12878 2.76825 5.12955
H 0.02418 5.06491 4.15475
H 0.76302 5.26718 1.74848
C 1.45576 -0.99902 -5.57830
Ge 2.24049 -1.19632 -3.75583
C 1.20912 -2.61885 -2.85140
C 4.02109 -2.00583 -4.13027
C 2.48550 0.38007 -2.67411
H 1.38363 -1.96548 -6.08854
H 2.07157 -0.33096 -6.18641
H 0.45851 -0.56536 -5.49081
H 0.37343 -2.94508 -3.47519
H 0.81132 -2.22471 -1.91539
H 1.83911 -3.48401 -2.62950
H 3.92858 -2.89677 -4.75851
H 4.50016 -2.28119 -3.18940
H 4.66806 -1.28530 -4.63717
H 2.67928 1.26285 -3.30925
C -6.28244 0.37939 -0.10333
C -4.91969 0.53749 -0.72608
C -4.52435 -0.23407 -1.80740
C -3.25391 -0.11576 -2.37317
C -2.89176 -1.03749 -3.50744
C -2.34047 0.81660 -1.85812
Te -0.43142 1.05840 -2.79488
C -2.74195 1.61778 -0.77401
C -1.81456 2.64431 -0.19658
C -4.00946 1.45895 -0.22273
H -6.84478 -0.41878 -0.59133
H -6.86953 1.29879 -0.18199
H -6.20669 0.13405 0.95919
H -5.21162 -0.97310 -2.21229
H -3.69075 -1.76326 -3.68014
H -1.96060 -1.56612 -3.29048
H -2.70993 -0.48270 -4.43029
H -0.83708 2.19928 -0.00983
H -2.20618 3.06184 0.73345
H -1.63271 3.45140 -0.91094
H -4.28869 2.07503 0.62873